No. 1
2 unconnected molecules or ions with the total composition C3H11NOS, computed with ωB97M-V/def2-TZVPD.

Structure (XYZ):
```
17
Properties=species:S:1:pos:R:3:forces:R:3:mulliken_charge:R:1
N -2.55838 -0.76282 0.31705 0.2 0.0 -0.1 -0.5617
C -1.21849 -1.10507 -0.19496 -0.3 0.7 1.2 -0.5275
C -0.16767 -0.28987 0.55611 0.5 -0.3 -0.1 -0.2649
C 1.27165 -0.68704 0.19844 -0.1 0.4 0.7 -0.7808
S 2.49446 0.40662 1.00618 0.0 0.0 -0.2 -0.2119
H -3.23670 -1.45455 0.01927 0.0 0.1 0.0 0.2212
H -2.54830 -0.78320 1.33162 0.0 0.0 -0.1 0.2414
H -1.18756 -0.82279 -1.24112 0.1 -0.5 -0.3 0.1826
H -1.00667 -2.15664 -0.01835 0.2 -0.3 -0.5 0.3472
H -0.26830 -0.44420 1.63134 -0.2 0.0 0.1 0.2927
H -0.29101 0.77872 0.39545 -0.2 0.1 -0.2 0.2775
H 1.52073 -1.65833 0.63257 -0.1 -0.1 -0.4 0.3223
H 1.46352 -0.67272 -0.86834 0.0 -0.2 -0.1 0.3726
H 2.33200 1.44700 0.17736 0.0 0.0 0.1 0.1085
O -1.67492 1.70912 -2.65839 0.1 0.0 0.1 -0.6633
H -1.43205 2.25049 -1.90108 -0.1 0.1 0.0 0.3229
H -1.58325 0.81150 -2.32680 -0.1 -0.1 0.0 0.3211
```
Forces are in eV/Å.

Summary:
- SMILES: NCCCS.O
- Energy relative to the best compared isomer or geometry (same formula, charge and spin): 40.07 kJ/mol
- Electronic energy: -649.066757 Eh
- E_LUMO: 0.75 eV
- Molar mass: 109.19 g/mol
- Max |F|: 1.38 eV/A
- Orbital gap: 9.98 eV

No. 2
2 unconnected molecules or ions with the total composition H2N2O3, computed with ωB97M-V/def2-TZVPD.

Structure (XYZ):
```
7
Properties=species:S:1:pos:R:3:forces:R:3:mulliken_spin:R:1
N 0.37372 0.73707 1.39854 6.0 2.2 6.0 0.5535
N -0.07235 -0.27859 1.01694 -5.9 -1.0 -4.7 0.3575
O 0.39761 1.96525 1.32346 -1.6 -0.7 -1.7 0.5264
O -0.03810 -1.46610 1.19300 1.5 -0.5 1.6 0.5474
O -0.24790 -0.53038 -1.31138 3.8 0.6 2.5 0.0228
H -0.82138 -0.53449 -1.98436 -3.8 -0.4 -4.0 -0.0025
H 0.40839 0.10725 -1.63619 0.0 -0.3 0.4 -0.0051
```
Forces are in eV/Å.

Summary:
- Energy relative to the best compared isomer or geometry (same formula, charge and spin): 76.43 kJ/mol
- Electronic energy: -336.149291 Eh
- ⟨S²⟩: 2.03
- E_LUMO (spin up / spin down): 0.78 / -2.67 eV
- Molar mass: 78.03 g/mol
- 2S+1: 3
- Max |F|: 8.78 eV/A
- Orbital gap (spin up / spin down): 8.66 / 7.36 eV

No. 3
A molecular structure, C8H11I2NO, computed with ωB97M-V/def2-TZVPD.

Structure (XYZ):
```
23
Properties=species:S:1:pos:R:3:forces:R:3:mulliken_charge:R:1
C 0.27548 2.19536 1.49590 0.8 -1.6 0.3 -0.4281
C 1.34656 1.76652 2.20184 -2.4 0.3 -1.2 -0.5496
C -0.39135 1.30533 0.47663 3.1 0.5 0.9 0.6467
C 1.95171 0.39090 2.10114 2.0 0.5 -0.7 -0.5796
C 2.22443 0.02575 0.63080 -3.5 1.0 -0.8 -0.5143
C -0.81865 -0.07255 -2.25131 -1.4 1.4 0.9 -1.5128
C -0.90457 -1.59896 -0.21935 0.3 -0.9 -0.6 -1.1947
C -0.08623 -0.59676 -1.02360 0.9 -2.5 -2.4 0.3049
N 0.36249 0.43128 -0.24026 3.9 1.3 2.8 -0.0590
O -1.53795 1.55819 0.30827 -3.7 -0.2 -1.1 -0.6128
I 3.28166 1.46956 -0.50860 0.2 -0.3 0.3 0.2462
I 2.74090 -1.95729 0.18693 0.0 0.3 0.3 0.2355
H -0.35838 3.08769 1.67839 1.1 -0.4 -0.1 0.3710
H 1.74353 2.47542 2.85898 0.8 0.6 1.3 0.4208
H 2.98039 0.48733 2.50832 -0.4 -0.1 0.1 0.3662
H 1.49426 -0.39791 2.72181 -0.3 0.3 -0.7 0.4177
H -1.48880 0.57619 -1.65108 -0.8 -0.2 -1.4 0.3963
H -0.33079 0.60576 -2.95428 0.7 -0.3 0.4 0.3243
H -1.32905 -0.83260 -2.83786 -0.2 -0.1 0.3 0.3619
H -0.76922 -1.34486 0.81091 -0.2 0.0 0.8 0.3096
H -0.47247 -2.61623 -0.33124 -0.7 0.4 -0.2 0.2773
H -1.96028 -1.53976 -0.48444 0.0 -0.3 0.1 0.4028
H 0.81002 -1.12234 -1.44159 -0.4 0.3 0.5 0.3699
```
Forces are in eV/Å.

Summary:
- Energy relative to the best compared isomer or geometry (same formula, charge and spin): 98.17 kJ/mol
- Electronic energy: -1036.691710 Eh
- E_LUMO: -0.64 eV
- Molar mass: 390.99 g/mol
- Max |F|: 5.01 eV/A
- Orbital gap: 8.33 eV

No. 4
6 unconnected molecules or ions with the total composition C33H59Br2ClI3N4O11S, computed with ωB97M-V/def2-TZVPD.

Structure (XYZ):
```
114
Properties=species:S:1:pos:R:3:forces:R:3:mulliken_charge:R:1
C 1.01990 4.40751 3.21285 0.3 -1.1 0.1 -1.3507
C 0.19182 3.23608 3.74551 -0.8 0.1 0.4 -0.6464
C -1.26060 3.22812 3.21031 0.6 0.2 0.5 0.2662
Cl -2.48461 3.43594 4.47314 0.0 -0.1 -0.1 -0.1046
N -1.57053 2.17974 2.21271 0.2 0.9 0.7 0.6389
C -1.33718 2.41092 0.93451 -0.4 -0.7 -1.2 0.4148
C -0.74424 3.59460 0.26176 0.1 0.4 -0.6 -0.3480
Br -1.95267 5.13495 0.39074 0.1 -0.2 0.2 0.1024
C -0.43080 3.29822 -1.22452 -0.5 1.1 0.0 -0.1378
C -1.62612 3.38501 -2.16326 -0.1 -0.6 0.0 -1.3759
Br 0.81232 4.72104 -1.76053 0.3 -0.4 0.0 -0.0824
N -1.71639 1.38353 0.18002 0.2 0.4 0.3 -0.3009
C -2.20546 0.49136 1.02857 -0.3 -1.0 -0.2 0.4294
N -2.72226 -0.65324 0.52050 0.2 -0.3 0.1 0.0834
S -3.47966 -1.88144 1.41685 -0.4 0.0 0.3 -0.1720
C -2.62799 -0.77629 -0.95402 0.0 -0.7 -0.1 -0.1616
C -3.15806 -2.13954 -1.42861 -2.0 -0.5 -0.4 -0.1646
O -4.29453 -2.33085 -1.79555 2.4 0.4 0.6 -0.4902
I -1.64476 -3.68762 -1.42202 -0.3 0.2 -0.1 0.1187
N -2.10874 0.90206 2.32077 0.3 0.2 -0.3 0.0354
C -2.47156 0.24382 3.55662 -0.3 0.1 1.5 -1.7568
I -0.94879 0.29019 5.09658 -0.1 -0.2 -0.2 0.2389
C -3.86682 0.61251 4.13602 -0.1 -0.1 -0.6 -0.1271
C -4.74588 1.29320 3.10889 0.0 0.0 -0.2 -1.2376
I -4.87652 -1.19872 4.75144 0.2 0.1 0.3 0.1688
H 0.44375 5.29493 2.98508 -0.1 0.2 0.0 0.3339
H 1.58268 4.04535 2.36155 0.1 0.4 -0.5 0.4201
H 1.76992 4.62796 3.95980 0.2 0.4 0.1 0.3098
H 0.66058 2.27826 3.56266 0.2 -0.1 -0.2 0.3265
H 0.09319 3.31570 4.81959 0.1 0.0 0.3 0.5647
H -1.35615 4.15122 2.66311 -0.3 0.0 -0.5 -0.2616
H 0.17920 3.94109 0.69988 0.1 -0.1 0.5 0.0868
H 0.07495 2.35192 -1.32206 0.3 -0.2 0.1 0.5990
H -1.50235 2.70285 -2.99463 0.2 -0.1 -0.2 0.3210
H -2.54617 3.10259 -1.66538 -0.2 -0.1 0.2 0.3347
H -1.74018 4.37830 -2.56203 -0.1 0.3 0.0 0.5218
H -2.43608 -2.66177 1.77878 0.1 0.2 -0.2 0.1968
H -3.20113 -0.00049 -1.44519 -0.1 0.2 0.0 0.3079
H -1.59057 -0.75098 -1.25570 0.2 0.3 -0.1 0.4163
H -2.48565 -0.81665 3.42972 0.2 -0.2 -0.9 0.8518
H -3.77901 1.20285 5.03154 0.0 0.0 0.2 0.6036
H -4.29456 2.21220 2.74299 0.0 0.2 0.1 0.2387
H -5.71688 1.52281 3.52332 -0.2 0.1 0.2 0.4956
H -4.92243 0.65340 2.25025 0.0 -0.2 -0.2 0.3486
O 5.16596 3.46839 3.05112 -0.2 0.1 -0.1 -0.5675
C 5.28848 3.96650 4.13632 0.4 -0.2 0.3 0.7788
O 5.01015 5.27201 4.29847 -0.4 0.1 -0.3 -0.3562
C 4.94833 5.92411 5.57188 0.2 0.1 0.2 -0.3659
C 6.31562 6.37073 6.04410 0.1 -0.1 -0.1 -1.1177
C 5.82970 3.17604 5.30564 -0.4 -0.1 0.2 -0.9699
H 4.44170 5.29361 6.30496 0.1 -0.1 0.0 0.3702
H 4.31396 6.79491 5.41563 0.0 0.0 -0.1 0.3734
H 6.98570 5.52450 6.19510 0.0 0.0 0.1 0.2719
H 6.23470 6.91680 6.98375 0.0 0.0 0.0 0.3706
H 6.77642 7.01931 5.29982 -0.1 0.1 0.0 0.3170
H 6.91735 3.17696 5.25759 0.0 0.0 0.0 0.2523
H 5.47195 2.15324 5.21785 0.1 0.0 -0.2 0.3082
H 5.51153 3.54412 6.27827 0.1 0.1 0.0 0.3467
O -2.62126 -6.85446 -8.50144 0.0 0.1 0.0 -0.5631
C -2.97949 -6.31859 -7.49017 0.1 -0.2 0.1 0.7372
O -3.14503 -4.97914 -7.48864 0.0 0.2 -0.2 -0.3668
C -3.69048 -4.26283 -6.38225 0.0 0.2 0.2 -0.6444
C -2.63022 -3.85335 -5.37091 0.0 -0.2 -0.2 -0.3040
C -3.18650 -7.08958 -6.21133 -0.5 -0.1 0.0 -0.6160
H -4.50963 -4.82441 -5.93063 0.1 0.0 0.1 0.3662
H -4.13081 -3.36525 -6.81486 0.0 -0.1 -0.1 0.3441
H -2.13538 -4.71073 -4.92158 0.0 -0.1 0.1 0.0930
H -3.07975 -3.25672 -4.57416 0.0 0.0 0.0 0.1041
H -1.85883 -3.26017 -5.86399 0.0 0.0 0.0 0.2951
H -2.22983 -7.20248 -5.71307 0.2 0.0 0.1 0.0060
H -3.57926 -8.07063 -6.47072 0.2 0.0 -0.1 0.3167
H -3.89224 -6.63212 -5.52212 0.1 0.0 0.1 0.2646
O -0.33864 -6.32214 -3.86565 0.0 0.0 0.2 -0.5062
C 0.67457 -6.92373 -3.60812 0.0 0.0 -0.4 0.7763
O 1.48906 -6.43546 -2.66204 -0.2 0.1 0.3 -0.3873
C 2.62578 -7.15741 -2.16266 0.3 -0.1 -0.1 -0.4584
C 3.84843 -6.96056 -3.03270 -0.2 0.0 -0.1 -0.7923
C 1.08293 -8.15469 -4.38059 -0.2 -0.3 0.3 -1.1238
H 2.37905 -8.21070 -2.02368 0.0 0.0 -0.1 0.3816
H 2.80966 -6.74818 -1.17033 -0.1 0.1 0.0 0.2992
H 3.68883 -7.34541 -4.03986 0.0 -0.1 0.0 0.2541
H 4.71147 -7.46817 -2.60647 0.0 0.0 0.0 0.2605
H 4.08171 -5.90058 -3.12686 0.1 0.0 0.1 0.2927
H 1.58152 -7.84391 -5.29767 0.0 0.0 0.0 0.2787
H 0.18561 -8.71165 -4.63886 -0.1 0.1 -0.1 0.3129
H 1.73134 -8.83030 -3.82963 0.1 0.1 -0.1 0.3883
O -6.53293 9.08104 2.19503 0.1 0.0 0.1 -0.5446
C -6.53481 8.25760 1.32750 -0.3 0.1 -0.2 0.6843
O -5.36122 7.93887 0.73174 0.3 0.0 0.2 -0.3658
C -5.21244 6.85192 -0.17673 -0.1 0.0 -0.2 0.2560
C -5.58152 7.23776 -1.59421 -0.1 0.1 0.0 -1.0537
C -7.81480 7.62723 0.82812 0.1 -0.4 0.2 -0.8900
H -5.76447 5.97612 0.17160 0.0 0.0 0.0 0.3763
H -4.15431 6.59327 -0.13285 -0.1 0.1 0.0 -0.4020
H -6.63068 7.52097 -1.67209 0.0 -0.1 0.0 0.3069
H -5.39806 6.40780 -2.27792 0.0 0.0 0.0 0.3429
H -4.99047 8.09475 -1.91589 0.1 0.0 0.0 0.3348
H -8.27241 8.29312 0.09820 0.0 0.0 0.0 0.2538
H -8.48773 7.51455 1.67401 0.0 0.2 0.0 0.3048
H -7.68598 6.64199 0.38513 0.0 0.1 -0.1 0.3085
O 7.00169 -6.36433 -2.56394 -0.1 0.0 0.0 -0.5488
C 7.07754 -5.84228 -1.48707 0.4 -0.1 0.1 0.8245
O 6.73552 -4.54323 -1.36982 -0.3 0.1 -0.2 -0.3665
C 6.62702 -3.87146 -0.11342 0.1 0.1 0.2 -0.3891
C 7.96534 -3.34702 0.36393 0.1 -0.1 -0.1 -0.9812
C 7.62395 -6.57814 -0.28500 -0.4 -0.1 0.2 -1.0581
H 6.14445 -4.51170 0.62722 0.1 0.0 0.0 0.3410
H 5.95041 -3.03750 -0.29345 0.0 0.0 -0.1 0.3273
H 8.67504 -4.15547 0.53852 0.0 0.0 0.1 0.2773
H 7.84728 -2.78711 1.29191 0.0 0.0 0.0 0.3497
H 8.40152 -2.69101 -0.38878 -0.1 0.0 0.0 0.3076
H 8.71139 -6.52928 -0.30866 0.0 0.0 0.0 0.2681
H 7.31609 -7.61834 -0.35569 0.1 0.0 -0.1 0.2992
H 7.26750 -6.20075 0.67061 0.1 0.1 0.0 0.3591
```
Forces are in eV/Å.

Summary:
- Net charge: +1
- Electronic energy: -9238.692275 Eh
- E_LUMO: -3.66 eV
- Molar mass: 1295.89 g/mol
- Max |F|: 2.49 eV/A
- Orbital gap: 7.42 eV

No. 5
A molecular structure, C33H56BiClN2O3P, computed with ωB97M-V/def2-TZVPD.

Structure (XYZ):
```
97
Properties=species:S:1:pos:R:3:forces:R:3:mulliken_charge:R:1
Bi -3.40741 -1.66957 -0.24781 -0.1 0.2 -0.2 0.3252
P 1.06739 0.57762 -1.45218 -0.1 -0.2 0.7 0.3560
Cl -1.32394 -3.01980 -0.72621 0.6 -0.6 -0.2 -0.5337
C 1.11390 0.37659 0.39248 -0.8 -2.1 -1.2 -0.3474
H 0.09289 0.02903 0.64069 0.3 0.0 0.0 -0.3825
H 1.77766 -0.49023 0.55697 0.0 -0.1 -0.3 0.5723
C -0.59339 0.97216 -2.16025 0.0 -0.1 -0.1 -0.1974
C 1.44668 -1.12128 -2.08856 -0.1 0.1 0.1 0.6331
C -0.49186 1.61748 -3.56011 0.1 0.0 -0.1 -0.8199
H -1.05946 -0.03007 -2.26144 0.1 0.3 0.1 1.1683
C -1.87513 1.75966 -4.21131 0.0 -0.1 0.1 -0.9629
H -0.04510 2.61891 -3.46193 -0.2 -0.3 0.0 0.0667
H 0.16947 1.04523 -4.22906 -0.2 0.1 0.2 0.2721
C -2.85748 2.51346 -3.30945 0.1 0.1 0.1 -0.8150
H -1.75958 2.28682 -5.16665 -0.1 -0.1 0.1 0.3761
H -2.26890 0.76014 -4.44402 0.0 0.1 0.1 0.4098
C -2.90238 1.95708 -1.87777 0.0 -0.1 -0.2 -0.7128
H -2.54758 3.56743 -3.26656 0.0 -0.1 0.0 0.3273
H -3.85792 2.49789 -3.75602 0.1 0.0 0.0 0.4341
C -1.50767 1.80703 -1.25575 -0.2 0.3 0.2 0.1774
H -3.50415 2.62665 -1.24968 0.1 -0.1 -0.1 0.3735
H -3.40963 0.97714 -1.86222 0.2 0.3 0.0 0.1272
H -1.05568 2.80109 -1.10414 -0.1 -0.3 0.0 0.1601
H -1.59440 1.36106 -0.25290 0.1 0.1 -0.3 -0.1581
C 2.36084 1.80939 -1.88984 0.0 -0.1 -0.2 -0.3854
C 2.87668 -1.59106 -1.77219 0.1 -0.1 -0.1 -0.8016
H 0.74059 -1.73827 -1.49594 0.2 0.2 0.0 -0.1724
C 3.02770 -3.09033 -2.07899 -0.2 0.0 0.1 -0.8603
H 3.60879 -1.02281 -2.36718 -0.2 -0.1 0.1 0.2428
H 3.12498 -1.41192 -0.71705 -0.1 0.0 -0.3 0.3995
C 2.58245 -3.46684 -3.49862 0.1 0.2 -0.1 -0.7351
H 4.07332 -3.38349 -1.93036 -0.1 0.0 0.0 0.4123
H 2.42612 -3.65464 -1.35325 0.1 0.1 -0.1 0.3710
C 1.22670 -2.87077 -3.89764 -0.1 0.0 0.3 -0.9047
H 3.34135 -3.12224 -4.21344 0.0 0.0 0.0 0.3234
H 2.53404 -4.55834 -3.59049 0.1 0.1 0.0 0.3530
C 1.10074 -1.37653 -3.56579 0.1 0.0 -0.2 -0.3829
H 1.05945 -3.01142 -4.97270 0.0 0.0 0.1 0.4266
H 0.42224 -3.40614 -3.37301 0.1 0.1 0.0 0.3088
H 1.76643 -0.79355 -4.22290 -0.1 -0.1 0.1 0.2451
H 0.07317 -1.06148 -3.79236 0.3 -0.1 0.1 0.1345
C 1.91502 3.25964 -1.63485 -0.1 0.1 0.3 0.1888
H 3.17028 1.57933 -1.17018 -0.3 0.0 -0.1 0.9858
C 3.12776 4.19539 -1.69544 0.1 -0.2 0.0 -0.9068
H 1.17130 3.56748 -2.38672 0.3 -0.1 0.2 0.3589
H 1.43217 3.35341 -0.65437 0.1 0.0 -0.1 -0.6627
C 3.91028 4.06374 -3.01048 -0.2 0.0 0.0 -0.7648
H 2.79029 5.22953 -1.55992 0.1 -0.1 0.0 0.4155
H 3.79266 3.96167 -0.85101 -0.1 0.0 -0.1 0.3779
C 4.19060 2.60978 -3.41477 -0.1 -0.1 0.2 -0.8477
H 3.34230 4.55495 -3.81247 0.0 -0.1 0.1 0.3216
H 4.85976 4.60294 -2.91935 -0.1 0.0 -0.1 0.4172
C 2.95881 1.69509 -3.30122 0.0 0.0 -0.2 -0.3716
H 4.57144 2.57209 -4.44165 0.0 0.0 0.1 0.4058
H 4.97802 2.20223 -2.76477 -0.1 0.0 -0.1 0.3770
H 2.20483 1.98657 -4.05101 0.2 0.0 0.2 0.2286
H 3.25194 0.66006 -3.52958 -0.1 0.3 0.0 0.0836
C 0.30137 2.52502 1.49006 3.2 -1.0 -2.0 -0.6685
C 1.50232 1.50031 1.25336 -1.3 3.7 1.4 1.2264
H 0.10155 3.25061 0.69652 0.1 -0.2 0.3 -0.0712
C 2.04304 1.04643 2.62445 -0.1 -0.3 -0.4 -1.8643
H 2.30582 2.09066 0.78101 0.1 -0.4 0.0 0.0351
C 0.92908 0.58952 3.56994 0.0 -0.2 0.0 0.3223
H 2.76750 0.23055 2.48001 0.0 0.0 0.1 0.5166
H 2.57697 1.89477 3.07008 -0.1 -0.1 -0.1 0.4175
C -0.01449 1.73194 3.92812 -0.1 0.6 -0.4 -0.8193
H 0.37057 -0.24401 3.11866 0.2 0.2 0.1 -0.3907
H 1.38345 0.19655 4.49181 -0.1 0.0 -0.1 0.3968
C -0.48794 2.57243 2.70104 -1.0 0.4 1.0 -0.8886
H -0.88961 1.34510 4.46924 0.2 0.0 -0.1 0.2607
H 0.49708 2.41617 4.62010 0.1 -0.2 -0.1 0.3868
H -1.54119 2.30798 2.47583 -0.4 -0.2 0.4 0.0217
H -0.51967 3.63378 3.00680 -0.4 -0.2 0.4 0.2436
C -1.07438 -2.81455 6.00383 0.2 0.2 0.0 -1.3099
C -2.11614 -3.54813 5.18330 -0.4 0.0 -0.1 -0.5169
C -2.87635 -2.71710 4.12139 0.5 -0.3 0.9 2.0495
C -4.02438 -3.59283 3.53465 -0.4 0.5 0.4 -0.9507
C -3.54776 -4.71825 2.63468 0.1 -0.2 -0.2 -1.1061
C -3.44595 -1.42939 4.71346 -0.5 1.1 0.2 -0.2399
O -3.61156 -1.16033 5.89171 -0.1 -0.6 -1.0 -0.6813
N -3.78659 -0.47305 3.73215 -0.7 0.1 1.1 0.1567
C -3.65695 -0.68290 2.38273 0.8 -0.9 -2.0 0.4316
O -4.33108 -0.09279 1.49667 0.2 -0.4 1.6 -0.8323
N -2.71879 -1.59182 1.99269 -0.7 1.3 0.4 0.2152
C -1.98161 -2.18970 3.02024 1.7 0.0 -1.4 -0.7312
O -0.75443 -2.24488 3.00410 -1.9 -0.5 0.1 -0.6178
H -0.32028 -2.37169 5.34575 -0.1 0.0 0.2 0.2495
H -0.58263 -3.53056 6.67096 0.0 0.2 0.0 0.4444
H -1.55390 -2.03758 6.60691 0.3 -0.1 -0.1 0.2932
H -1.64827 -4.40152 4.67445 -0.1 0.2 0.0 0.2952
H -2.88176 -3.95780 5.85914 0.2 0.0 -0.1 0.3184
H -4.56750 -3.98650 4.40750 0.1 0.0 -0.2 0.4950
H -4.74679 -2.95650 3.00474 0.2 -0.2 -0.1 0.2997
H -2.72774 -5.28536 3.09153 -0.2 0.1 -0.1 0.3013
H -4.37744 -5.41224 2.45614 0.2 0.1 -0.1 0.4142
H -3.20896 -4.33791 1.66004 -0.1 -0.1 0.3 0.1433
H -4.40397 0.28057 4.01763 0.3 -0.2 0.0 0.3225
```
Forces are in eV/Å.

Summary:
- Net charge: -1
- Energy relative to the best compared isomer or geometry (same formula, charge and spin): 53.64 kJ/mol
- Electronic energy: -2642.465990 Eh
- E_LUMO: 2.27 eV
- Molar mass: 804.23 g/mol
- Max |F|: 4.15 eV/A
- Orbital gap: 3.36 eV